[1]
Below is a structure of composition C29H25BN9O5Sn, with properties calculated with the ωB97M-V functional and the def2-TZVPD basis.

```
! RIJCOSX wB97M-V def2-TZVPD def2/J DEFGRID3
* xyz 1 1
Sn 0.103 0.663 0.419
C 2.361 3.156 -2.691
C 1.482 2.122 -2.353
N 1.423 1.987 -1.028
N 2.262 2.905 -0.496
C 2.838 3.619 -1.479
B 2.594 2.903 1.002
N 1.335 3.221 1.826
C 1.133 4.173 2.749
C -0.145 4.028 3.266
C -0.679 2.931 2.593
N 0.229 2.454 1.731
N 3.017 1.472 1.373
C 4.222 1.007 1.734
C 4.128 -0.358 1.946
C 2.796 -0.667 1.685
N 2.137 0.446 1.339
H 2.622 3.500 -3.680
H 0.928 1.461 -3.001
H 3.548 4.404 -1.252
H 3.470 3.688 1.231
H 1.914 4.878 2.993
H -0.619 4.630 4.026
H -1.646 2.453 2.678
H 5.069 1.669 1.826
H 4.921 -1.032 2.230
H 2.273 -1.609 1.761
O 2.279 -3.517 -0.582
C 1.390 -4.013 -1.466
C 1.550 -5.332 -1.882
C 0.641 -5.898 -2.749
C -0.442 -5.165 -3.242
C -0.589 -3.849 -2.863
C 0.326 -3.254 -1.978
C 0.219 -1.833 -1.624
O 1.091 -1.231 -0.950
N -0.883 -1.180 -2.094
N -0.960 0.086 -1.808
C -1.479 1.039 -2.467
C -1.547 2.409 -1.945
C -1.717 3.441 -2.851
C -1.737 4.745 -2.392
C -1.652 4.972 -1.032
C -1.503 3.885 -0.189
N -1.417 2.618 -0.625
H 2.044 -2.594 -0.403
H 2.400 -5.891 -1.508
H 0.766 -6.934 -3.047
H -1.149 -5.625 -3.922
H -1.394 -3.242 -3.248
H -1.850 0.849 -3.471
H -1.805 3.224 -3.910
H -1.823 5.569 -3.089
H -1.691 5.973 -0.624
H -1.449 4.025 0.879
O -1.666 -3.561 0.243
C -2.383 -3.392 1.381
C -3.189 -4.400 1.895
C -3.947 -4.184 3.033
C -3.911 -2.953 3.683
C -3.109 -1.949 3.178
C -2.337 -2.161 2.035
C -1.476 -1.064 1.546
O -1.820 0.138 1.714
O -0.347 -1.283 0.988
H -1.781 -4.458 -0.085
H -3.223 -5.362 1.391
H -4.576 -4.980 3.413
H -4.508 -2.781 4.569
H -3.060 -0.985 3.667
*
```

The value obtained for the HOMO energy is -0.38119 Eh. The largest force on an atom comes out at 3.5 eV/Å. Its relative energy (zero: lowest compared OMol25 entry of this formula, charge and spin) is 12.5 kcal/mol. The HOMO-LUMO gap comes out at 0.2482 Eh.

---

[2]
Below is a structure of composition C29H25Br2IInN2O5, with properties calculated with the ωB97M-V functional and the def2-TZVPD basis.

```
! RIJCOSX wB97M-V def2-TZVPD def2/J DEFGRID3
* xyz 1 1
In 0.194 -0.037 -0.056
C 1.746 -1.479 4.109
C 0.721 -2.342 3.457
N 0.189 -3.302 4.162
C -0.714 -4.116 3.626
C -1.168 -4.006 2.333
C -2.253 -4.946 1.859
O -2.014 -5.548 0.603
C -0.648 -2.947 1.528
C -1.141 -2.829 0.200
N -1.034 -1.835 -0.628
C -1.711 -1.892 -1.848
C -2.940 -2.559 -1.958
C -3.600 -2.653 -3.167
C -3.071 -2.050 -4.298
C -1.874 -1.359 -4.212
C -1.213 -1.280 -2.999
I 0.650 -0.233 -2.938
C 0.331 -2.098 2.102
O 0.946 -1.138 1.470
H 1.955 -1.872 5.098
H 1.395 -0.450 4.191
H 2.663 -1.463 3.523
H -1.091 -4.882 4.287
H -3.191 -4.385 1.750
H -2.410 -5.710 2.628
H -1.322 -6.213 0.695
H -1.680 -3.709 -0.157
H -3.384 -2.993 -1.075
H -4.523 -3.208 -3.224
H -3.582 -2.111 -5.245
H -1.443 -0.894 -5.086
Br -2.454 0.533 1.402
C -1.924 1.294 3.124
Br -0.082 1.836 3.136
H -2.065 0.519 3.874
H -2.551 2.164 3.315
O 2.321 0.659 -0.121
C 2.446 2.087 -0.038
C 1.039 2.745 -0.031
O 0.921 3.940 -0.003
O -0.002 1.965 -0.044
C 3.244 2.424 1.212
C 4.437 1.722 1.384
C 5.223 1.936 2.501
C 4.833 2.864 3.452
C 3.666 3.584 3.267
C 2.866 3.366 2.157
C 3.159 2.627 -1.270
C 3.530 1.807 -2.329
C 4.122 2.352 -3.456
C 4.331 3.717 -3.538
C 3.980 4.535 -2.477
C 3.419 3.991 -1.337
H 2.890 0.271 0.564
H 4.774 1.027 0.623
H 6.145 1.387 2.618
H 5.442 3.029 4.329
H 3.370 4.324 3.993
H 1.967 3.948 2.028
H 3.387 0.733 -2.281
H 4.414 1.705 -4.269
H 4.771 4.140 -4.427
H 4.140 5.601 -2.537
H 3.161 4.621 -0.502
*
```

The value obtained for the HOMO energy is -0.41557 Eh. The largest force on an atom comes out at 1.4 eV/Å. The HOMO-LUMO gap comes out at 0.2750 Eh.